{"formula": "F2H14NNaO11S2", "method": "the ωB97M-V functional and the def2-TZVPD basis", "elements": ["Na", "N", "S", "O", "O", "F", "S", "O", "O", "F", "O", "H", "H", "O", "H", "H", "O", "H", "H", "O", "H", "H", "O", "H", "H", "O", "H", "H", "O", "H", "H"], "coordinates": [[-11.335035, -20.042067, 1.389241], [-11.005051, -13.550323, -0.598788], [-10.505995, -14.880893, -0.215533], [-11.141409, -16.158125, -0.473784], [-9.798760, -14.749226, 1.034425], [-9.262761, -14.806959, -1.322674], [-12.648915, -13.738915, -0.281568], [-12.972719, -14.462409, 0.916945], [-13.430694, -13.973818, -1.505666], [-13.031737, -12.230011, 0.048458], [-9.134250, -18.438741, 3.643795], [-9.234951, -18.763705, 4.538503], [-9.055535, -17.489704, 3.740612], [-14.272401, -17.811468, 2.078839], [-14.444663, -17.835053, 3.020111], [-14.346203, -16.886342, 1.844463], [-14.350471, -21.728606, 0.686548], [-13.803428, -21.642003, -0.094148], [-14.354131, -22.667236, 0.874104], [-10.621143, -23.421738, 0.298082], [-9.835567, -23.632349, 0.802807], [-10.386908, -23.626620, -0.607121], [-11.492786, -21.583346, 4.660225], [-10.929900, -22.349703, 4.770251], [-12.293274, -21.803123, 5.136829], [-8.240633, -19.771198, -0.692269], [-7.308338, -19.568985, -0.613736], [-8.367572, -19.960940, -1.621852], [-12.769946, -20.188417, -2.321572], [-13.177677, -19.394717, -2.668028], [-12.452470, -20.652800, -3.096032]], "atomic_forces_ev_per_a": [[-0.0422, 0.3334, 0.0085], [-6.6487, 3.2798, -0.9370], [6.7594, -4.4388, 1.4715], [-0.0221, 1.1972, -0.2773], [-0.1422, -1.1017, 0.0468], [-0.6957, -0.8200, 0.6766], [-1.7427, 1.5866, -2.8207], [0.2354, 0.2896, -0.4297], [1.5799, 0.0270, 2.3243], [0.6066, -0.3932, 0.0990], [-0.1574, -0.4133, -0.2465], [-0.0313, -0.1111, 0.2447], [0.0020, 0.3988, -0.1849], [0.1736, -0.4971, -0.0247], [-0.0927, 0.0211, 0.2107], [0.1551, 0.4308, -0.2527], [0.2236, 0.2783, 0.3311], [-0.0089, 0.0805, -0.5159], [-0.0373, -0.2792, 0.0696], [-0.2833, 0.3178, 0.1932], [0.2273, -0.1052, 0.1453], [0.0314, -0.0449, -0.2793], [0.1189, 0.2496, -0.3427], [0.1851, -0.1953, 0.0606], [-0.2720, 0.0088, 0.1233], [-0.3040, -0.2774, 0.2404], [0.2191, 0.1700, 0.1136], [-0.0757, 0.0651, -0.2593], [0.0937, -0.3028, 0.3872], [-0.1328, 0.3557, 0.0179], [0.0778, -0.1106, -0.1938]], "homo_lumo_gap_ev": 7.13, "total_energy_ev": -55760.36730, "molar_mass_da": 329.23, "lumo_ev": -1.28, "homo_energy_ha": -0.3090}

---

{"formula": "C4H7P", "method": "the ωB97M-V functional and the def2-TZVPD basis", "elements": ["C", "C", "C", "C", "P", "H", "H", "H", "H", "H", "H", "H"], "coordinates": [[-1.630547, -0.970882, 0.051565], [-0.642067, 0.110208, 0.128634], [-0.279306, 1.307150, -0.220311], [0.740087, 0.363573, 0.662210], [2.219838, -0.395296, -0.098020], [-1.333207, -1.656450, -0.743499], [-2.618850, -0.576574, -0.175802], [-1.668030, -1.525974, 0.986689], [-0.378296, 2.240959, -0.707486], [0.857547, 0.603777, 1.713610], [2.964445, 0.779451, -0.183551], [1.768384, -0.279940, -1.414036]], "atomic_forces_ev_per_a": [[-0.1627, -0.1061, -0.0658], [0.3743, 0.8536, -0.1050], [1.2734, -2.3114, 1.7953], [-1.4052, 1.3889, -1.3952], [-0.0189, -0.3950, 0.3723], [-0.0777, -0.1375, 0.0190], [-0.0446, -0.0436, -0.0498], [-0.0212, -0.0527, 0.0211], [-0.0956, 0.4874, -0.2501], [-0.0968, 0.0040, 0.1124], [0.3959, 0.3663, -0.0410], [-0.1209, -0.0541, -0.4133]], "homo_lumo_gap_ev": 9.63, "smiles": "CC1=C[C@@H]1P", "total_energy_ev": -13547.03302, "molar_mass_da": 86.07, "lumo_ev": 1.08, "homo_energy_ha": -0.3144}

---

{"formula": "H5NOSi", "method": "the ωB97M-V functional and the def2-TZVPD basis", "elements": ["N", "Si", "O", "H", "H", "H", "H", "H"], "coordinates": [[0.959540, -0.514116, -0.561929], [-0.686248, 0.074169, 0.034511], [-0.274959, 0.941143, 1.345444], [1.445592, -1.180419, 0.109499], [0.854638, -0.946901, -1.518563], [-1.050236, 1.108882, -0.971662], [-1.592006, -1.162166, 0.416471], [0.343679, 1.679408, 1.146227]], "atomic_forces_ev_per_a": [[-1.5161, -0.9491, 0.0654], [2.3076, -1.4876, -0.7790], [0.3150, 0.9876, 0.9071], [-0.9530, 1.0008, -1.4088], [0.5313, 0.3826, 1.5002], [-0.5512, -0.6502, -0.1744], [0.5456, 1.5799, -0.3565], [-0.6792, -0.8639, 0.2459]], "homo_lumo_gap_ev": 10.65, "smiles": "N[SiH2]O", "total_energy_ev": -11497.49388, "molar_mass_da": 63.13, "lumo_ev": 0.90, "homo_energy_ha": -0.3583}

---

Q: What is the formula in the first record?
A: F2H14NNaO11S2